Entry 1:
Molecular formula: C3H27N3O10
Method: DFT, the ωB97M-V functional and the def2-TZVPD basis

Structure (XYZ):
```
43
C3H27N3O10, DFT the ωB97M-V functional and the def2-TZVPD basis
N -1.2024 1.4249 1.9456
C -0.6005 1.8275 0.7244
N 0.4652 0.8942 0.1881
C 0.3287 -0.4367 0.1551
O -0.7000 -0.9887 0.5620
C 1.5175 -1.2448 -0.3433
N 1.4556 -2.6758 -0.1039
H -2.0044 0.8276 1.8545
H -0.4915 1.1320 2.6009
H -0.0864 2.7798 0.8751
H -1.3379 2.0151 -0.0541
H 1.2289 1.3708 -0.2751
H 2.5380 -0.9113 -0.1369
H 1.6947 -0.9990 -1.3948
H 0.8169 -3.0489 -0.7949
H 1.1434 -2.8415 0.8391
O 0.2553 -0.3513 3.6283
H -0.3376 -0.8490 3.0521
H 0.0446 -0.5274 4.5474
O -3.3040 -1.2394 1.0881
H -3.4130 -2.1359 1.4247
H -2.3512 -1.2550 0.8607
O -1.2224 -1.4007 -2.3892
H -2.0219 -1.8031 -2.7363
H -1.1206 -1.6092 -1.4550
O 2.7185 -1.0061 2.2556
H 2.3952 -0.7366 3.1236
H 3.3867 -0.3260 2.1614
O 0.9946 -0.5255 -3.8081
H 1.5403 -0.9063 -3.1197
H 0.0733 -0.7010 -3.5527
O 1.8935 1.5911 2.4159
H 1.2893 0.9140 2.7563
H 1.4455 2.3252 2.0037
O 2.1895 1.7833 -2.4688
H 1.9290 1.2221 -3.2213
H 1.6593 2.5722 -2.6299
O -3.3250 0.4084 -1.4129
H -3.4345 -0.1688 -0.6530
H -3.4622 1.3492 -1.3336
O -0.8295 1.6860 -2.4872
H -0.4939 1.4860 -1.6168
H -1.2646 1.0786 -3.0752
```

As for the total energy: -28494.4861 eV. The SMILES is NCNC(=O)CN.O.O.O.O.O.O.O.O.O. The value obtained for the LUMO energy is 0.0043 eV. The value obtained for the energy above the lowest of the compared OMol25 structures with the same formula, charge and spin is 0.00 kcal per mole. The HOMO energy comes out at -9.51 eV. The net charge is 0.

Löwdin analysis output, partial charges in e:
1 N 0.05
2 C -0.23
3 N 0.09
4 C -0.45
5 O -0.02
6 C -0.21
7 N 0.04
8 H 0.06
9 H 0.03
10 H 0.12
11 H 0.10
12 H 0.12
13 H 0.12
14 H 0.09
15 H 0.06
16 H 0.07
17 O -0.04
18 H 0.06
19 H 0.08
20 O -0.07
21 H 0.05
22 H -0.02
23 O -0.04
24 H 0.07
25 H 0.02
26 O -0.05
27 H 0.02
28 H 0.04
29 O -0.06
30 H 0.01
31 H 0.00
32 O -0.06
33 H -0.02
34 H 0.02
35 O -0.07
36 H 0.01
37 H 0.03
38 O -0.06
39 H 0.00
40 H 0.04
41 O -0.05
42 H -0.02
43 H 0.03

=====

Entry 2:
Molecular formula: C3H4N2O
Method: DFT, the ωB97M-V functional and the def2-TZVPD basis

Structure (XYZ):
```
10
C3H4N2O, DFT the ωB97M-V functional and the def2-TZVPD basis
O 0.8782 -1.5535 -2.3294
C 0.5671 -0.8975 -1.4357
C 1.0769 0.4932 -0.8745
N 0.3497 0.6950 0.1671
C -0.6080 -0.3461 0.4431
N -0.5930 -1.2977 -0.4016
H 1.8735 1.0975 -1.3169
H 0.4075 1.5264 0.7861
H -1.2569 -0.2551 1.3217
H -1.1488 -2.1646 -0.4706
```

As for the total energy: -8181.3420 eV. The SMILES is O=C1C=[NH+]C=[NH+]1. The value obtained for the LUMO energy is -13.5549 eV. The value obtained for the energy above the lowest of the compared OMol25 structures with the same formula, charge and spin is 0.00 kcal per mole. The HOMO energy comes out at -22.95 eV. The net charge is +2.

Löwdin analysis output, partial charges in e:
1 O 0.37
2 C -0.17
3 C 0.28
4 N 0.22
5 C 0.11
6 N 0.30
7 H 0.21
8 H 0.24
9 H 0.21
10 H 0.23

=====

Entry 3:
Molecular formula: C21H56B2F8O7V
Method: DFT, the ωB97M-V functional and the def2-TZVPD basis

Structure (XYZ):
```
95
C21H56B2F8O7V, DFT the ωB97M-V functional and the def2-TZVPD basis
V 0.7931 1.9882 -0.5447
B 3.4525 2.6577 -0.8760
F 4.2050 2.5269 -2.0381
F 4.2810 2.8102 0.2300
F 2.5265 3.6074 -0.9359
F 2.8662 1.4525 -0.6334
B -0.0791 -0.6184 -0.3800
F 1.0743 -0.1545 -1.1354
F 0.2306 -0.8138 0.9507
F -0.7892 0.5434 -0.3450
F -0.8831 -1.5455 -0.9825
C -1.1624 2.5604 -4.1543
C -0.1247 1.5231 -3.4952
C 0.5662 0.8778 -4.6141
O 0.7459 2.3579 -2.6680
H -1.7000 1.9817 -4.9053
H -0.7319 3.4857 -4.5374
H -1.8638 2.8582 -3.3749
H -0.6856 0.7871 -2.9192
H 1.5458 0.5741 -4.2451
H 0.6863 1.5109 -5.4932
H 0.0292 -0.0301 -4.8886
H 1.2433 2.8760 -3.3049
C -3.5934 1.0175 1.8926
C -3.2626 2.2915 2.6905
C -3.4672 2.1438 4.1700
O -1.8972 2.6279 2.5246
H -3.2031 0.9036 0.8812
H -4.6550 0.7731 1.8552
H -3.1618 0.1707 2.4263
H -3.9142 3.0743 2.3023
H -4.5207 1.8765 4.2517
H -3.2351 3.0415 4.7430
H -2.7674 1.4611 4.6520
H -1.3734 2.3540 3.2811
C 3.7349 -1.7684 0.6887
C 4.4666 -0.7864 1.5285
C 5.7792 -0.4070 1.0825
O 3.7088 0.3697 1.4742
H 2.8044 -2.0303 1.1924
H 4.3657 -2.6378 0.5032
H 3.4533 -1.3705 -0.2863
H 4.5583 -1.2381 2.5163
H 6.4574 -1.2241 1.3285
H 6.2570 0.4268 1.5969
H 5.9124 -0.2365 0.0142
H 3.6765 0.5599 0.5338
C -4.2844 -0.5856 -1.4921
C -4.3612 -2.0404 -1.0310
C -5.5635 -2.8461 -1.4832
O -3.3021 -2.7932 -1.6652
H -3.2285 -0.3604 -1.6419
H -4.7539 0.2622 -0.9932
H -4.6477 -0.5036 -2.5165
H -4.1972 -2.0182 0.0464
H -6.5029 -2.4388 -1.1094
H -5.5870 -3.9171 -1.2821
H -5.7551 -2.6931 -2.5453
H -2.4798 -2.3522 -1.4393
C 3.1873 -4.9564 -0.7826
C 2.1257 -5.6379 -1.6192
C 1.1604 -4.5959 -2.2191
O 2.6637 -6.2112 -2.8092
H 2.6759 -4.5183 0.0745
H 3.8149 -4.2995 -1.3850
H 3.7501 -5.7117 -0.2343
H 1.5907 -6.3539 -0.9953
H 1.6981 -3.9008 -2.8639
H 0.7457 -3.9200 -1.4711
H 0.4363 -4.8781 -2.9834
H 2.0206 -6.7953 -3.2179
C -0.7538 -1.1832 3.8770
C 0.7274 -1.2638 4.1941
C 1.3348 -2.7038 4.3865
O 1.4386 -0.4406 3.2226
H -0.9534 -1.9168 3.0959
H -1.0135 -0.2200 3.4378
H -1.3717 -1.5203 4.7093
H 0.7037 -0.6956 5.1240
H 1.2302 -3.1792 5.3618
H 2.4127 -2.6781 4.2272
H 1.0425 -3.4587 3.6566
H 0.9745 -0.5896 2.3956
C -0.0869 5.3939 0.7834
C -1.0948 4.6263 -0.0615
C -1.1197 5.1028 -1.4894
O -0.8285 3.2501 -0.0475
H -0.0384 5.2829 1.8666
H -0.2214 6.4444 0.5258
H 0.9429 5.2040 0.4806
H -2.1356 4.6778 0.2581
H -1.3696 6.1636 -1.4773
H -1.8613 4.6840 -2.1696
H -0.1480 4.9128 -1.9453
H -1.3668 2.9632 0.6938
```

As for the total energy: -85808.5490 eV. Its expectation value of S² is 3.75. The value obtained for the LUMO energy (alpha / beta) is -0.1544 / 0.0015 eV. The value obtained for the energy above the lowest of the compared OMol25 structures with the same formula, charge and spin is 38.85 kcal per mole. The multiplicity is 4. The HOMO energy (alpha / beta) comes out at -8.82 / -8.82 eV. The net charge is 0.

Löwdin analysis output, partial charges in e:
1 V 1.19
2 B -1.41
3 F 0.16
4 F 0.16
5 F 0.21
6 F 0.10
7 B -1.27
8 F 0.07
9 F 0.17
10 F 0.12
11 F 0.20
12 C -0.02
13 C -0.40
14 C -0.05
15 O -0.11
16 H 0.08
17 H 0.09
18 H 0.06
19 H 0.14
20 H 0.10
21 H 0.09
22 H 0.10
23 H 0.13
24 C -0.04
25 C -0.47
26 C -0.05
27 O -0.06
28 H 0.06
29 H 0.08
30 H 0.07
31 H 0.14
32 H 0.09
33 H 0.09
34 H 0.08
35 H 0.10
36 C -0.05
37 C -0.55
38 C -0.07
39 O -0.04
40 H 0.08
41 H 0.08
42 H 0.09
43 H 0.15
44 H 0.08
45 H 0.10
46 H 0.10
47 H 0.04
48 C -0.05
49 C -0.45
50 C -0.06
51 O -0.06
52 H 0.06
53 H 0.07
54 H 0.08
55 H 0.13
56 H 0.07
57 H 0.08
58 H 0.08
59 H 0.04
60 C -0.06
61 C -0.47
62 C -0.07
63 O -0.06
64 H 0.07
65 H 0.09
66 H 0.08
67 H 0.13
68 H 0.08
69 H 0.07
70 H 0.08
71 H 0.09
72 C -0.08
73 C -0.43
74 C -0.03
75 O -0.06
76 H 0.07
77 H 0.06
78 H 0.09
79 H 0.12
80 H 0.07
81 H 0.06
82 H 0.07
83 H 0.02
84 C -0.01
85 C -0.46
86 C -0.04
87 O -0.13
88 H 0.09
89 H 0.09
90 H 0.08
91 H 0.15
92 H 0.09
93 H 0.07
94 H 0.09
95 H 0.07

=====

Entry 4:
Molecular formula: C35H46As2BrHgN2O9Si
Method: DFT, the ωB97M-V functional and the def2-TZVPD basis

Structure (XYZ):
```
97
C35H46As2BrHgN2O9Si, DFT the ωB97M-V functional and the def2-TZVPD basis
Hg 1.7006 -0.1726 0.2060
C 3.3343 0.3943 -1.1170
Si 4.8916 0.8869 -0.2334
C 4.5963 2.6508 0.4880
N 3.4522 2.9100 1.2583
C 2.3033 3.5859 0.7493
C 1.6931 4.4997 1.8175
C 1.3354 3.6746 3.0073
C 2.5738 2.9682 3.6259
C 3.3757 2.2149 2.5728
C 6.4340 0.9429 -1.3169
C 6.9730 -0.2527 -1.7586
C 8.0912 -0.1874 -2.6596
C 8.7888 0.9974 -2.8135
C 8.2219 2.2100 -2.3549
C 7.1131 2.1686 -1.5376
C 5.5504 -0.3109 1.0631
C 4.7328 -1.1801 1.7295
C 5.3280 -2.0823 2.6188
C 6.7354 -2.0660 2.8459
C 7.5038 -1.0549 2.2904
C 6.9129 -0.2055 1.3860
H 3.4108 -0.5398 -1.6854
H 2.7550 1.1696 -1.6159
H 4.6447 3.4152 -0.3255
H 5.4914 2.8519 1.0969
H 1.4333 2.9887 0.3737
H 2.6496 4.1607 -0.0945
H 0.8608 5.1090 1.4060
H 2.4413 5.2017 2.1130
H 0.6114 2.8582 2.7684
H 0.8451 4.2719 3.7710
H 2.2089 2.1802 4.2851
H 3.2143 3.6391 4.2575
H 2.9684 1.1711 2.5094
H 4.4515 2.1312 2.9206
H 6.6663 -1.2133 -1.3505
H 8.5353 -1.0903 -3.0639
H 9.6789 1.0003 -3.4550
H 8.6562 3.1561 -2.5724
H 6.6864 3.0698 -1.0740
H 3.6782 -1.2108 1.4995
H 4.7345 -2.7686 3.1614
H 7.0944 -2.9385 3.4601
H 8.5770 -0.9870 2.4659
H 7.5298 0.5050 0.8192
N 0.5217 -1.8088 -2.5901
C 0.9361 -1.5333 -1.5142
H 0.2443 -1.8589 -3.5647
C -4.9824 -0.9527 3.9482
O -4.4606 -1.0345 2.6162
C -5.4070 -1.4233 1.7287
O -6.5805 -1.7775 1.9489
C -4.6505 -1.5368 0.4116
C -4.6292 -2.6573 -0.3541
As -4.5384 -2.7437 -2.4571
C -6.4840 -3.2521 -2.5222
C -4.8175 -0.9003 -2.8956
C -4.9329 0.0189 -1.8904
As -3.4559 -0.1780 -0.5327
C -3.8561 1.3746 0.7112
C -6.0837 0.9493 -1.8164
O -6.1638 1.8491 -0.9766
O -7.2057 0.5580 -2.5324
C -8.3148 1.5626 -2.4708
C -5.0027 -0.8462 -4.3322
O -5.3620 -1.7808 -5.0305
O -4.7263 0.3809 -4.8182
C -4.8108 0.4032 -6.2680
C -4.3928 -4.0049 0.1174
O -4.5370 -4.9661 -0.6346
O -4.1764 -4.1249 1.4805
C -4.1241 -5.5489 1.9484
H -4.1976 -0.9355 4.7030
H -5.5866 -1.8708 4.0980
H -5.5892 -0.0166 4.0391
H -6.7083 -4.1207 -1.8544
H -6.7173 -3.5029 -3.5832
H -7.1038 -2.3665 -2.2607
H -4.9340 1.4402 1.0522
H -3.6906 2.2844 0.0867
H -3.2028 1.2758 1.5624
H -8.8746 1.2112 -1.5698
H -8.8977 1.5421 -3.4344
H -7.8787 2.5247 -2.3754
H -5.8737 0.5520 -6.5568
H -4.4154 -0.5330 -6.6415
H -4.2923 1.2602 -6.6672
H -5.1008 -5.9224 2.2911
H -3.8624 -6.1187 1.0504
H -3.3249 -5.6209 2.6425
Br -0.5635 1.4765 -0.5238
C 0.2425 -1.5183 2.5372
O 1.4137 -0.8758 2.1337
H -0.6540 -1.0867 2.0624
H 0.0989 -1.3406 3.6533
H 0.2413 -2.6285 2.3070
```

As for the total energy: -262215.9049 eV. Its expectation value of S² is 0.76. The value obtained for the LUMO energy (alpha / beta) is 3.8120 / 3.8120 eV. The value obtained for the energy above the lowest of the compared OMol25 structures with the same formula, charge and spin is 52.67 kcal per mole. The multiplicity is 2. The HOMO energy (alpha / beta) comes out at -0.59 / -2.10 eV. The net charge is -2.

Löwdin analysis output, partial charges in e:
1 Hg 0.83
2 C -0.37
3 Si 0.61
4 C -0.27
5 N -0.23
6 C -0.23
7 C -0.20
8 C -0.21
9 C -0.18
10 C -0.18
11 C -0.27
12 C -0.09
13 C -0.09
14 C -0.12
15 C -0.10
16 C -0.10
17 C -0.26
18 C -0.10
19 C -0.07
20 C -0.10
21 C -0.12
22 C -0.11
23 H -0.04
24 H -0.03
25 H 0.09
26 H 0.08
27 H 0.01
28 H 0.10
29 H 0.12
30 H 0.09
31 H 0.12
32 H 0.09
33 H 0.10
34 H 0.11
35 H 0.09
36 H 0.12
37 H 0.11
38 H 0.09
39 H 0.09
40 H 0.08
41 H 0.09
42 H 0.04
43 H 0.08
44 H 0.10
45 H 0.09
46 H 0.10
47 N 0.12
48 C -0.12
49 H 0.10
50 C -0.06
51 O -0.07
52 C -0.46
53 O 0.07
54 C -0.26
55 C -0.32
56 As 1.24
57 C -0.29
58 C -0.49
59 C -0.36
60 As 1.21
61 C -0.36
62 C -0.50
63 O -0.02
64 O -0.10
65 C -0.04
66 C -0.62
67 O -0.03
68 O -0.05
69 C -0.06
70 C -0.53
71 O -0.02
72 O -0.06
73 C -0.02
74 H 0.08
75 H 0.09
76 H 0.11
77 H 0.01
78 H 0.01
79 H 0.03
80 H 0.03
81 H 0.01
82 H -0.02
83 H 0.10
84 H 0.09
85 H 0.05
86 H 0.09
87 H 0.08
88 H 0.07
89 H 0.09
90 H 0.07
91 H 0.06
92 Br -0.21
93 C -0.32
94 O -0.55
95 H 0.04
96 H 0.07
97 H 0.07

=====

Entry 5:
Molecular formula: C2H14O5
Method: DFT, the ωB97M-V functional and the def2-TZVPD basis

Structure (XYZ):
```
21
C2H14O5, DFT the ωB97M-V functional and the def2-TZVPD basis
C 0.3056 -0.3226 0.6836
O -0.3980 -0.2289 1.8904
C 1.7405 -0.6745 0.9132
H -0.1934 -1.0399 0.1306
H 0.2110 0.6320 0.1725
H 0.1927 -0.2346 2.6853
H 1.8230 -1.6272 1.4754
H 2.3537 -0.8312 0.0394
H 2.2732 0.0726 1.5511
H -1.8630 0.5880 1.2683
H -2.6649 0.7134 -0.0423
O -2.1695 1.2246 0.5921
H -0.6456 0.9392 -3.1398
H -0.8529 1.2314 -1.7252
O -1.2390 0.6915 -2.4363
H -1.3421 2.9595 -0.2211
H -0.1188 2.6027 0.4170
O -0.3996 3.0087 -0.4092
H 1.3394 -2.7691 -1.8665
H 0.5488 -3.4452 -0.5755
O 1.0989 -3.4902 -1.4030
```

As for the total energy: -12526.8299 eV. Its expectation value of S² is 0.76. The value obtained for the LUMO energy (alpha / beta) is -3.6993 / -11.0609 eV. The value obtained for the energy above the lowest of the compared OMol25 structures with the same formula, charge and spin is 57.01 kcal per mole. The multiplicity is 2. The HOMO energy (alpha / beta) comes out at -14.79 / -14.78 eV. The net charge is +1.

Löwdin analysis output, partial charges in e:
1 C -0.22
2 O 0.12
3 C -0.03
4 H 0.13
5 H 0.13
6 H 0.18
7 H 0.12
8 H 0.10
9 H 0.12
10 H 0.04
11 H 0.07
12 O -0.01
13 H 0.05
14 H -0.01
15 O -0.01
16 H 0.06
17 H 0.05
18 O 0.09
19 H -0.04
20 H 0.07
21 O -0.01